[1]
The following is a quantum chemistry calculation of C2H8N6 in the gas phase, from the OMol25 dataset.

Summary:
SMILES string = [H]/N=C(N)/C(=N\N)NN
Relative energy (zero: lowest compared OMol25 entry of this formula, charge and spin) = 3.261 eV
2S+1 = 1
Lowest unoccupied orbital energy = 0.99 eV
Frontier orbital gap = 9.23 eV

Each line ends with the natural charge from an NBO analysis.
Geometry (Å):
H 1.856 0.499 2.320  0.35
N 1.100 0.735 1.614  -0.83
C 0.863 -0.170 0.644  0.38
N 1.485 -1.283 0.293  -0.80
C -0.122 0.096 -0.233  0.10
N -0.845 1.171 -0.343  -0.15
N -0.577 2.172 0.428  -0.57
N -0.314 -0.891 -1.261  -0.52
N -1.549 -1.637 -1.150  -0.64
H 2.161 -1.800 0.975  0.39
H 1.242 -1.738 -0.538  0.43
H -1.235 3.034 0.068  0.37
H 0.274 2.232 0.994  0.44
H -0.151 -0.432 -2.236  0.37
H -1.359 -2.250 -0.228  0.34
H -2.339 -0.968 -0.884  0.34

Force components x, y, z for each atom (eV/Å):
H -1.02 -0.08 -1.48
N 0.98 -2.01 0.00
C 3.10 2.13 4.32
N 4.59 -2.94 4.30
C -4.10 1.28 -4.19
N 1.05 -1.14 -0.08
N -3.82 4.51 -1.49
N -0.43 1.07 -2.23
N 0.05 -0.45 2.60
H -1.75 1.68 -1.83
H -0.61 -0.56 -1.05
H 2.76 -2.55 1.77
H -0.17 -0.32 0.12
H -1.14 -1.30 2.28
H -0.84 1.69 -2.69
H 1.38 -1.00 -0.33



[2]
The following is a quantum chemistry calculation of a molecular structure, C19H14BrN3O4Pd, from the OMol25 dataset.

Summary:
Total charge = +4
2S+1 = 1
Lowest unoccupied orbital energy = -16.03 eV
Frontier orbital gap = 5.55 eV

Each line ends with the natural charge from an NBO analysis.
Geometry (Å):
Pd 0.015 -0.263 -0.593  1.08
O 2.655 -3.360 -0.475  -0.56
C 1.699 -2.508 -0.536  0.82
O 1.846 -1.268 -0.552  -0.60
C 0.318 -3.070 -0.595  0.08
C -0.068 -4.399 -0.636  -0.11
C -1.431 -4.685 -0.707  -0.08
C -2.359 -3.641 -0.735  -0.13
C -1.898 -2.337 -0.687  0.06
N -0.582 -2.086 -0.620  -0.35
C -2.653 -1.045 -0.719  0.82
O -3.930 -0.941 -0.738  -0.54
O -1.982 0.014 -0.732  -0.58
H 3.547 -2.958 -0.442  0.56
H 0.679 -5.183 -0.616  0.30
H -1.770 -5.713 -0.743  0.30
H -3.417 -3.865 -0.799  0.27
H -4.442 -1.769 -0.719  0.54
Br 1.129 3.702 -6.773  0.65
C 0.988 3.184 -5.071  0.07
C 1.223 4.140 -4.008  -0.18
C 1.113 3.765 -2.723  -0.15
C 0.769 2.381 -2.367  0.34
C 0.527 1.445 -3.468  -0.07
C 0.635 1.818 -4.754  -0.22
N 0.648 1.902 -1.144  -0.48
C 0.899 2.734 -0.074  0.25
C 0.738 2.344 1.240  0.04
C 0.991 3.295 2.266  0.02
C 0.802 2.928 3.591  -0.19
C 0.383 1.637 3.827  -0.01
C 0.158 0.731 2.737  0.11
N 0.326 1.060 1.490  -0.45
H 1.480 5.158 -4.275  0.30
H 1.279 4.515 -1.965  0.26
H 0.262 0.427 -3.209  0.24
H 0.462 1.124 -5.567  0.29
H 1.247 3.745 -0.247  0.23
H 1.320 4.296 2.007  0.27
H 0.980 3.625 4.400  0.30
H 0.222 1.281 4.839  0.29
H -0.162 -0.281 2.958  0.24

Force components x, y, z for each atom (eV/Å):
Pd 0.21 -0.06 -0.44
O -0.03 0.05 -0.01
C 0.09 0.16 -0.02
O -0.01 -0.02 0.01
C 0.07 0.01 0.02
C -0.02 -0.04 0.01
C 0.05 0.13 0.01
C -0.01 -0.06 0.01
C 0.01 0.06 0.01
N -0.25 -0.50 0.00
C 0.12 0.27 -0.02
O 0.02 -0.05 -0.01
O -0.27 -0.08 0.00
H 0.01 -0.02 0.01
H -0.02 -0.02 0.00
H 0.00 0.00 0.00
H 0.00 -0.01 0.01
H -0.01 0.02 0.00
Br -0.01 -0.07 0.23
C 0.03 0.07 -0.18
C 0.01 0.06 0.04
C 0.02 0.08 0.00
C -0.08 -0.13 0.00
C 0.00 -0.05 -0.11
C -0.03 -0.09 -0.01
N 0.10 0.10 0.27
C 0.00 0.03 -0.07
C 0.02 0.01 -0.12
C 0.00 0.02 0.03
C 0.01 0.00 -0.03
C 0.02 0.04 0.06
C 0.00 -0.03 -0.05
N 0.00 0.08 0.35
H 0.00 0.01 0.02
H 0.01 0.01 -0.03
H 0.01 0.02 -0.01
H 0.00 -0.01 0.01
H 0.00 -0.01 0.02
H 0.00 0.00 0.00
H 0.00 -0.01 0.00
H -0.01 0.01 0.00
H 0.00 0.01 -0.01



[3]
The following is a quantum chemistry calculation of 4 unconnected molecules or ions with the total composition C32H29F33N2O5SSi, from the OMol25 dataset.

Summary:
Total charge = +2
2S+1 = 1
Lowest unoccupied orbital energy = -8.86 eV
Frontier orbital gap = 5.06 eV

Each line ends with the Löwdin charge.
Geometry (Å):
C 9.528 -0.298 -2.315  -0.21
Si 9.762 1.058 -0.914  0.51
C 10.132 0.056 0.707  -0.21
C 11.227 2.165 -1.497  -0.21
N 8.160 1.937 -0.842  -0.12
C 6.929 1.036 -1.032  0.05
C 5.434 1.715 -1.036  0.07
C 5.223 3.350 -0.812  -0.09
C 3.677 3.894 -0.863  -0.06
C 2.952 4.033 -2.364  0.09
C 1.370 4.533 -2.456  0.08
N 0.517 4.871 -1.217  -0.18
S -1.141 5.400 -1.364  0.90
O -1.546 6.456 -0.296  -0.25
O -1.240 6.128 -2.761  -0.28
C -2.414 4.027 -1.407  -0.22
F -3.731 4.666 -1.033  0.05
F -2.559 3.589 -2.814  0.05
C -2.176 2.821 -0.322  -0.09
F -1.489 3.268 0.941  0.02
F -3.553 2.393 0.127  0.06
C -1.320 1.544 -0.895  -0.09
F -0.302 1.891 -1.925  0.03
F -0.564 0.971 0.277  0.04
C -2.223 0.321 -1.509  -0.12
F -3.009 -0.434 -0.472  0.05
F -3.085 0.700 -2.660  0.07
F -1.240 -0.688 -2.053  0.04
C 1.190 4.768 0.153  0.07
C 2.734 4.286 0.422  0.08
C 6.572 4.249 -0.564  0.08
C 8.040 3.450 -0.610  0.08
H 8.989 0.274 -3.196  0.06
H 10.531 -0.817 -2.620  0.08
H 8.785 -1.118 -1.934  0.04
H 11.000 -0.737 0.588  0.08
H 10.417 0.757 1.601  0.05
H 9.175 -0.570 1.049  0.06
H 11.127 2.423 -2.644  0.07
H 12.243 1.564 -1.329  0.09
H 11.299 3.181 -0.910  0.04
H 6.985 -0.132 -1.179  0.13
H 4.486 1.046 -1.192  0.12
H 3.620 3.762 -3.295  0.14
H 0.938 4.618 -3.564  0.17
H 0.488 5.036 1.079  0.16
H 3.196 4.208 1.513  0.14
H 6.492 5.402 -0.364  0.13
H 9.080 4.009 -0.445  0.14
C 4.378 -2.766 -4.002  -0.06
C 5.804 -2.274 -3.720  -0.43
C 6.873 -2.832 -4.654  -0.28
F 6.969 -4.180 -4.579  0.10
F 8.099 -2.346 -4.321  0.08
F 6.109 -2.511 -2.416  0.11
F 5.794 -0.909 -3.855  0.07
O 3.913 -3.852 -3.193  0.03
C 4.292 -5.153 -3.640  -0.47
C 5.217 -5.875 -2.652  -0.26
F 6.357 -5.174 -2.428  0.08
F 5.597 -7.088 -3.137  0.11
F 4.815 -5.061 -4.886  0.13
F 3.130 -5.848 -3.775  0.15
H 3.707 -1.937 -3.749  0.15
H 4.197 -2.946 -5.070  0.15
H 6.679 -2.553 -5.694  0.18
H 4.720 -6.030 -1.692  0.18
C -6.780 -1.940 1.614  -0.05
C -5.652 -2.957 1.836  -0.42
C -4.611 -3.015 0.723  -0.29
F -5.149 -3.374 -0.467  0.09
F -3.661 -3.946 1.005  0.09
F -6.194 -4.181 2.074  0.13
F -5.012 -2.604 2.996  0.10
O -8.002 -2.459 1.080  0.04
C -8.042 -2.590 -0.341  -0.47
C -8.164 -4.048 -0.801  -0.26
F -7.131 -4.805 -0.351  0.09
F -8.145 -4.134 -2.158  0.10
F -6.972 -1.953 -0.876  0.11
F -9.134 -1.887 -0.744  0.14
H -7.060 -1.564 2.606  0.12
H -6.443 -1.048 1.071  0.15
H -4.104 -2.053 0.601  0.14
H -9.093 -4.496 -0.442  0.18
C -8.237 -0.936 5.964  -0.05
C -8.219 0.084 4.817  -0.42
C -8.156 1.543 5.256  -0.29
F -9.228 1.903 6.001  0.09
F -8.152 2.368 4.175  0.09
F -9.281 -0.144 3.999  0.13
F -7.106 -0.179 4.060  0.07
O -9.523 -1.438 6.342  0.04
C -10.254 -0.621 7.255  -0.47
C -11.547 -0.061 6.649  -0.26
F -11.301 0.685 5.543  0.09
F -12.186 0.753 7.531  0.10
F -9.436 0.343 7.742  0.12
F -10.551 -1.426 8.311  0.14
H -7.700 -1.821 5.601  0.15
H -7.656 -0.604 6.834  0.15
H -7.248 1.748 5.831  0.17
H -12.229 -0.867 6.369  0.18

Force components x, y, z for each atom (eV/Å):
C -1.23 0.29 -0.01
Si 2.93 -2.82 -0.86
C -0.49 -0.38 1.52
C 0.57 1.06 -0.20
N -5.25 2.36 0.28
C -2.40 4.51 0.46
C 3.14 2.18 0.52
C 3.25 -2.05 0.19
C -3.52 1.22 -0.97
C -2.19 0.92 4.10
C 2.97 -0.96 1.07
N 5.97 -2.27 0.72
S -3.27 10.68 -3.10
O 2.30 -5.56 -2.69
O 1.11 -4.45 5.09
C -4.38 -0.85 -1.08
F 5.05 -1.92 -1.38
F 0.83 1.14 5.03
C -1.84 -0.64 2.68
F -2.03 -0.79 -4.42
F 5.02 1.10 -1.76
C 2.12 -1.68 1.09
F -3.24 -0.50 3.25
F -2.46 1.90 -4.02
C -0.71 -4.07 -1.87
F 2.83 3.36 -3.84
F 3.09 -1.05 4.63
F -3.36 3.68 1.95
C 2.05 -1.01 -0.57
C -1.19 0.16 -3.92
C -0.04 -4.35 -0.73
C -3.29 -1.52 -0.32
H 1.29 -1.45 1.31
H -1.96 1.19 0.48
H 1.45 1.30 -0.84
H -1.72 1.78 -0.08
H -0.51 -1.35 -1.57
H 1.98 1.37 -0.74
H 0.22 -0.56 2.32
H -2.30 1.29 -0.32
H 0.12 -1.91 -1.11
H 0.37 2.67 0.28
H 2.15 1.34 0.33
H -1.90 0.75 1.83
H 0.48 0.01 2.94
H 1.62 -0.56 -2.34
H -1.44 0.32 -2.52
H 0.40 -2.57 -0.48
H -2.60 -1.35 -0.46
C -1.14 0.18 0.04
C -0.48 -0.54 0.55
C 1.01 -0.50 -0.51
F 0.16 0.90 -0.03
F -0.25 0.29 0.21
F 0.20 0.17 -0.17
F 0.16 0.07 -0.26
O 1.36 -0.79 -0.63
C -1.41 0.98 -1.02
C 0.63 -0.77 0.51
F -0.48 0.01 0.05
F -0.47 0.59 -0.12
F -0.34 -0.59 0.58
F 0.85 0.15 0.47
H 0.24 -0.14 0.17
H 0.35 -0.06 0.27
H -0.18 0.06 0.08
H -0.19 0.09 -0.12
C -0.67 0.66 0.67
C -0.94 -0.55 0.37
C 0.77 -0.50 -0.40
F 0.52 0.08 0.47
F -0.13 0.15 0.26
F 0.38 0.37 -0.26
F 0.23 0.22 -0.45
O 0.86 -0.53 -1.69
C -0.10 1.64 1.38
C 0.00 -0.95 -0.31
F -0.48 0.33 0.02
F -0.04 0.47 0.34
F -0.71 -0.24 -0.41
F 0.35 -0.76 0.00
H 0.09 -0.47 -0.39
H 0.07 -0.40 -0.02
H -0.21 -0.02 0.16
H -0.03 0.24 0.08
C 0.36 -1.07 0.32
C -1.00 -0.67 -0.16
C -0.12 1.10 -0.07
F 0.61 0.03 -0.52
F 0.14 -0.34 -0.12
F 0.41 0.31 0.26
F 0.22 0.51 0.44
O -0.50 1.72 0.45
C 1.69 -1.15 0.35
C -0.85 0.47 -0.35
F -0.02 -0.48 0.31
F 0.49 -0.40 0.04
F -0.78 -0.34 0.25
F -0.33 0.47 -0.65
H -0.26 0.18 -0.14
H -0.27 0.19 -0.29
H 0.01 -0.20 0.02
H 0.18 -0.14 0.11



[4]
The following is a quantum chemistry calculation of 3 unconnected molecules or ions with the total composition C5H14NO, from the OMol25 dataset.

Summary:
Total charge = +1
Relative energy (zero: lowest compared OMol25 entry of this formula, charge and spin) = 3.623 eV
2S+1 = 1
Lowest unoccupied orbital energy = -7.06 eV
Frontier orbital gap = 5.34 eV

Each line ends with the natural charge from an NBO analysis.
Geometry (Å):
C 2.729 -0.845 0.823  -0.75
C 1.535 -0.046 0.717  0.27
C 0.743 0.073 -0.426  -0.17
C -0.169 1.096 -0.389  -0.05
C 1.125 -0.593 -1.731  -0.67
N -3.441 1.524 0.974  -1.10
H 2.520 -1.913 0.751  0.31
H 3.379 -0.681 -0.044  0.29
H 1.214 0.574 1.548  0.23
H -2.294 -1.988 -0.251  0.50
H -0.256 1.597 0.563  0.23
H -0.603 1.505 -1.285  0.24
H 1.745 -0.020 -2.419  0.27
H 1.548 -1.578 -1.516  0.24
H 0.208 -0.820 -2.281  0.25
H -3.489 2.173 0.209  0.37
H -3.086 0.625 0.703  0.38
H -3.190 1.883 1.874  0.38
H 3.299 -0.608 1.709  0.27
H -1.420 -0.665 0.091  0.45
O -2.098 -1.293 0.380  -0.94

Force components x, y, z for each atom (eV/Å):
C 0.84 0.32 -0.10
C -0.78 0.22 0.04
C 0.61 0.51 -1.43
C 1.36 0.12 0.67
C -1.04 -1.08 0.29
N -0.07 -0.18 -0.58
H -0.28 -0.22 0.15
H -0.08 0.09 -0.16
H 0.10 -0.21 0.26
H 0.30 0.17 -0.41
H -0.66 0.31 -0.05
H -0.47 -0.01 -0.09
H 0.23 0.16 0.43
H 0.30 0.21 -0.24
H 0.00 0.10 -0.05
H -0.01 0.26 0.21
H -0.09 -0.19 0.34
H 0.16 0.07 0.02
H 0.02 -0.21 0.29
H -0.47 -1.00 -0.38
O 0.06 0.55 0.79